{
  "formula": "C5H35NO12S",
  "method": "ωB97M-V/def2-TZVPD",
  "symbols": ["O", "C", "C", "C", "N", "C", "C", "S", "H", "H", "H", "H", "H", "H", "H", "H", "H", "H", "H", "H", "H", "O", "H", "H", "O", "H", "H", "O", "H", "H", "O", "H", "H", "O", "H", "H", "O", "H", "H", "O", "H", "H", "O", "H", "H", "O", "H", "H", "O", "H", "H", "O", "H", "H"],
  "positions_angstrom": [[-0.351, -0.517, 2.176], [-0.437, -1.969, 1.943], [0.876, -2.362, 1.303], [1.180, -1.619, -0.085], [1.763, -0.318, 0.246], [1.768, 0.684, -0.824], [1.553, 2.197, -0.492], [1.307, 3.155, -1.939], [-0.174, -0.357, 3.234], [-1.168, -2.161, 1.050], [-0.899, -2.262, 2.951], [0.863, -3.491, 1.258], [1.678, -2.057, 1.976], [1.842, -2.154, -0.664], [0.289, -1.560, -0.664], [1.410, 0.006, 1.172], [2.780, 0.578, -1.212], [0.931, 0.370, -1.626], [2.480, 2.406, 0.047], [0.733, 2.172, 0.182], [2.547, 3.709, -2.111], [-0.744, 4.082, 2.629], [-0.955, 4.043, 3.493], [-1.359, 4.726, 2.271], [-3.292, -3.001, -0.908], [-2.796, -2.895, -0.124], [-3.691, -2.226, -1.314], [3.020, 1.704, 3.069], [3.382, 1.923, 3.993], [3.603, 1.004, 2.705], [-0.432, -0.739, -2.568], [-1.236, -0.571, -2.082], [-0.242, 0.182, -2.965], [4.310, -2.233, -0.732], [3.483, -2.294, -1.270], [4.660, -2.928, -0.228], [-2.606, 0.043, -1.663], [-3.158, 0.733, -2.045], [-2.152, 0.235, -0.863], [-4.216, 1.284, 0.877], [-3.892, 1.185, -0.017], [-5.204, 1.574, 0.838], [4.407, -0.044, 1.550], [3.477, 0.050, 1.326], [4.773, -0.861, 1.350], [-1.663, -3.382, -2.997], [-0.971, -2.736, -3.152], [-2.119, -3.219, -2.157], [-3.961, 2.080, -2.990], [-3.472, 1.702, -3.814], [-3.312, 2.741, -2.892], [-1.613, 1.205, 0.614], [-2.257, 0.929, 1.223], [-0.744, 1.252, 0.921]],
  "mulliken_charge": [-0.4306, 0.2065, -0.9541, -0.3829, 0.1604, -0.1256, -0.0131, -0.2366, 0.2721, -0.4537, 0.4823, 0.3765, 0.2798, 0.2146, 0.0462, 0.5291, 0.4961, -0.4576, 0.4148, -0.3172, 0.1379, -0.5535, 0.2705, 0.2914, -0.7404, 0.2777, 0.3255, -0.6180, 0.2734, 0.3771, -0.7990, 0.4716, 0.2514, -0.6154, 0.3514, 0.2920, -0.5791, 0.3261, 0.5254, -0.6710, 0.2596, 0.3030, -0.7215, 0.3945, 0.2329, -0.6505, 0.3271, 0.4086, -0.7248, 0.3616, 0.3388, -0.7194, 0.3484, 0.1399],
  "de_lowest_kj_mol": 599.83,
  "energy_ev": -42644.6285,
  "orbital_gap_ev": 8.44,
  "spin_multiplicity": 1,
  "smiles": "OCCCNCCS.O.O.O.O.O.O.O.O.O.O.O"
}


{
  "formula": "C5H35NO13",
  "method": "ωB97M-V/def2-TZVPD",
  "symbols": ["O", "C", "C", "C", "C", "C", "N", "H", "H", "H", "H", "H", "H", "H", "H", "H", "H", "H", "H", "H", "O", "H", "H", "O", "H", "H", "O", "H", "H", "O", "H", "H", "O", "H", "H", "O", "H", "H", "O", "H", "H", "O", "H", "H", "O", "H", "H", "O", "H", "H", "O", "H", "H", "O"],
  "positions_angstrom": [[-3.014, -1.010, -0.543], [-2.365, -1.041, -1.571], [-2.336, 0.110, -2.541], [-0.929, 0.744, -2.693], [0.186, 0.236, -1.780], [-0.074, 0.405, -0.278], [-0.786, 1.618, 0.156], [-1.793, -1.942, -1.852], [-3.068, 0.858, -2.239], [-2.668, -0.265, -3.513], [-0.597, 0.592, -3.721], [-1.005, 1.832, -2.627], [0.367, -0.824, -1.971], [1.083, 0.807, -2.041], [-0.627, -0.461, 0.106], [0.871, 0.367, 0.272], [-0.266, 2.443, -0.141], [-1.709, 1.689, -0.265], [2.259, 2.010, 2.374], [3.317, 3.150, 2.540], [2.736, 2.757, 1.883], [0.582, 0.820, 3.062], [1.832, -0.023, 2.880], [1.552, 0.865, 3.192], [0.541, -3.152, -2.721], [1.895, -2.433, -3.010], [1.183, -2.924, -3.424], [1.335, -1.963, 1.732], [2.596, -1.228, 1.140], [2.118, -1.422, 1.964], [2.928, -0.973, -1.177], [3.378, 0.272, -0.383], [3.308, -0.711, -0.334], [-1.081, 1.293, 1.774], [-1.718, 1.354, 3.228], [-1.164, 0.815, 2.654], [1.717, 4.588, -0.575], [1.901, 3.483, 0.538], [1.541, 3.669, -0.358], [-0.798, -4.330, -1.363], [-0.326, -3.190, -0.447], [-0.611, -3.383, -1.372], [-3.727, 0.554, -0.125], [-4.692, 1.499, 0.651], [-3.981, 1.489, 0.004], [2.497, 2.541, -0.552], [3.284, 2.178, 0.696], [3.251, 2.010, -0.262], [-2.688, -1.378, 1.044], [-1.857, -0.679, 2.188], [-2.259, -1.531, 1.897], [-0.942, -2.412, 1.524], [-0.121, -3.692, 1.867], [-0.122, -2.928, 1.275]],
  "mulliken_charge": [-0.7608, 0.0797, -0.6127, -1.1726, -0.1832, 1.0280, -0.5711, 0.5440, 0.2969, 0.3932, 0.5128, 0.2991, -0.3054, 0.5647, -0.7859, 0.3529, 0.2514, 0.1014, 0.4081, 0.2880, -0.7275, 0.4222, 0.4376, -0.7785, 0.4041, 0.2839, -0.6774, 0.4278, 0.3896, -0.8326, 0.2556, 0.3911, -0.7504, 0.5473, 0.2585, -0.8161, 0.2508, 0.4339, -0.6985, 0.2776, 0.3977, -0.6926, 0.4263, 0.2938, -0.6634, 0.4558, 0.5015, -0.9362, 0.4660, 0.4723, -0.8715, 0.4554, 0.2469, -0.7794],
  "de_lowest_kj_mol": 37.67,
  "energy_ev": -33862.4134,
  "orbital_gap_ev": 10.50,
  "spin_multiplicity": 1
}


{
  "formula": "C5H36N2O11S",
  "method": "ωB97M-V/def2-TZVPD",
  "symbols": ["C", "N", "C", "C", "N", "C", "C", "S", "H", "H", "H", "H", "H", "H", "H", "H", "H", "H", "H", "H", "H", "H", "O", "H", "H", "O", "H", "H", "O", "H", "H", "O", "H", "H", "O", "H", "H", "O", "H", "H", "O", "H", "H", "O", "H", "H", "O", "H", "H", "O", "H", "H", "O", "H", "H"],
  "positions_angstrom": [[-2.560, -0.991, 1.146], [-1.571, -0.338, 0.294], [-0.355, -1.141, 0.116], [0.594, -0.402, -0.846], [1.401, -1.312, -1.671], [1.513, 0.569, -0.063], [1.540, 1.956, -0.686], [2.752, 3.066, 0.107], [-3.394, -0.304, 1.306], [-2.961, -1.870, 0.636], [-2.205, -1.305, 2.136], [-1.364, 0.578, 0.681], [-0.681, -2.071, -0.361], [0.150, -1.418, 1.046], [-0.021, 0.192, -1.527], [2.304, -1.547, -1.276], [0.943, -2.208, -1.785], [1.185, 0.595, 0.978], [2.540, 0.192, -0.001], [1.707, 1.890, -1.759], [0.587, 2.464, -0.550], [3.863, 2.680, -0.544], [1.456, 0.558, -3.949], [1.389, 0.116, -4.800], [1.516, -0.164, -3.275], [0.645, 2.091, 2.331], [1.319, 2.715, 2.024], [-0.197, 2.412, 1.949], [0.166, -0.949, 3.167], [-0.007, -0.259, 2.512], [0.639, -0.447, 3.871], [1.102, -3.594, -1.169], [1.519, -3.395, -0.328], [0.301, -4.102, -0.924], [-2.502, -0.277, -2.499], [-2.198, -0.317, -1.561], [-3.420, 0.022, -2.482], [-0.984, 1.791, -3.588], [-0.100, 1.368, -3.702], [-1.564, 1.035, -3.326], [-1.401, 3.631, -1.681], [-0.964, 4.402, -2.056], [-1.278, 2.913, -2.352], [0.847, -3.270, 1.964], [1.191, -3.866, 2.636], [0.673, -2.417, 2.424], [1.271, 0.999, 4.716], [0.949, 1.535, 3.965], [2.224, 1.121, 4.720], [-1.453, 3.023, 0.941], [-2.373, 3.115, 1.199], [-1.404, 3.207, -0.023], [-1.066, -4.436, 0.437], [-1.797, -3.811, 0.391], [-0.465, -4.025, 1.096]],
  "mulliken_charge": [-1.0255, -0.1537, 0.1804, 1.1609, -0.7746, 0.1915, -0.5214, -0.2793, 0.3945, 0.2957, 0.2604, 0.3106, 0.7628, -1.2854, -0.6979, 0.2703, 0.2337, 0.1748, 0.6289, 0.3960, -0.1829, 0.1395, -0.7222, 0.2745, 0.4384, -0.7460, 0.2039, 0.3604, -0.7686, 0.0698, 0.4987, -0.7412, 0.2993, 0.4152, -0.7890, 0.4591, 0.2900, -0.8042, 0.4050, 0.3677, -0.7188, 0.2783, 0.4308, -0.6245, 0.2790, 0.3579, -0.7163, 0.4533, 0.3062, -0.6303, 0.2648, 0.2907, -0.7391, 0.3317, 0.4461],
  "de_lowest_kj_mol": 0.00,
  "energy_ev": -42108.8584,
  "orbital_gap_ev": 9.37,
  "spin_multiplicity": 1,
  "smiles": "CNC[C@H](N)CCS.O.O.O.O.O.O.O.O.O.O.O"
}


{
  "formula": "C5H36NO13",
  "method": "ωB97M-V/def2-TZVPD",
  "symbols": ["C", "N", "C", "C", "C", "O", "C", "H", "H", "H", "H", "H", "H", "H", "H", "H", "H", "H", "H", "H", "H", "O", "H", "H", "O", "H", "H", "O", "H", "H", "O", "H", "H", "O", "H", "H", "O", "H", "H", "O", "H", "H", "O", "H", "H", "O", "H", "H", "O", "H", "H", "O", "H", "H", "O"],
  "positions_angstrom": [[2.777, 0.472, 0.407], [1.678, 1.510, 0.163], [0.298, 0.996, 0.338], [-0.681, 2.307, 0.007], [-1.875, 2.306, 0.887], [-2.576, 1.134, 0.783], [0.037, -0.202, -0.511], [2.603, -0.424, -0.178], [2.785, 0.268, 1.513], [3.747, 1.068, 0.373], [1.810, 2.023, -0.747], [0.243, 0.707, 1.407], [0.066, 3.127, 0.114], [-0.865, 2.220, -1.067], [-1.375, 2.404, 1.942], [-2.531, 3.098, 0.583], [-1.125, -0.602, -0.308], [0.466, -1.154, -0.068], [0.070, -0.183, -1.544], [-2.259, -2.201, -3.442], [-1.405, -1.066, -3.746], [-2.387, -1.213, -3.614], [2.044, 2.907, 1.657], [3.074, 2.249, 2.522], [2.406, 2.952, 2.536], [-2.750, -2.932, -1.521], [-1.552, -3.614, -0.905], [-2.209, -3.765, -1.691], [-2.924, 0.017, -2.652], [-2.747, 0.692, -1.320], [-2.883, 0.893, -2.236], [-1.458, 2.005, -2.775], [-0.332, 3.108, -2.416], [-0.763, 2.665, -3.144], [0.541, 0.750, 3.213], [1.099, 2.201, 3.523], [0.877, 1.278, 3.921], [0.342, -2.754, -1.108], [0.399, -3.593, -2.178], [0.787, -2.759, -2.055], [-2.175, 0.310, 1.014], [-0.589, -2.275, 2.921], [-0.520, -1.535, 2.284], [2.515, 0.876, 3.759], [3.063, -0.431, 3.243], [3.299, 0.450, 3.267], [2.037, -1.936, 1.287], [1.020, -1.807, 2.361], [2.033, -1.729, 2.258], [-0.707, -2.021, 1.336], [-0.255, -3.981, 0.468], [-0.566, -3.133, 0.242], [0.079, -0.032, -3.011], [0.516, -1.458, -3.191], [0.183, -0.663, -3.671]],
  "mulliken_charge": [-1.0709, -0.3028, 3.1816, -0.0412, -0.5271, -0.6705, 1.0853, 0.4146, 0.4095, 0.3462, 0.2511, -1.4631, 0.6894, -1.1899, 0.2171, 0.4108, -0.1403, -0.6391, -1.0143, 0.3286, 0.4791, -0.7839, 0.3965, 0.3407, -0.8522, 0.3017, 0.4029, -0.7513, 0.4329, 0.3195, -0.7722, 0.5015, 0.4483, -0.7293, 0.2287, 0.4713, -0.9097, 0.4486, 0.3360, -0.7007, 0.3526, 0.3554, -0.7584, 0.4587, 0.3159, -0.8004, 0.2703, 0.4788, -0.8033, 0.2894, 0.1272, -0.9877, 0.0996, 0.5755, -0.8572],
  "de_lowest_kj_mol": 410.50,
  "energy_ev": -33877.3635,
  "orbital_gap_ev": 9.31,
  "spin_multiplicity": 1,
  "charge": -1
}


Q: What is the formula in the third record?
A: C5H36N2O11S